1.
C19H31N3S in the gas phase. Source: the Open Molecules 2025 dataset; level of theory: ωB97M-V/def2-TZVPD.

Cartesian coordinates (Å):
C1 1.40062 1.30674 3.07654
C2 1.91168 1.96504 1.79355
C3 2.91521 3.07368 2.12744
C4 2.56760 0.97688 0.85567
C5 3.61245 0.17409 1.29980
C6 4.29735 -0.66745 0.44319
C7 3.96221 -0.70786 -0.89951
C8 2.92235 0.07266 -1.36390
C9 2.21188 0.89853 -0.49618
N1 1.13885 1.65629 -1.02171
C10 -0.18355 1.44365 -0.75914
S1 -1.31254 2.28883 -1.62423
N2 -0.47766 0.56692 0.21314
C11 -1.80556 0.17557 0.58849
C12 -2.34141 -1.16469 -0.00761
N3 -3.79328 -0.93236 -0.13412
C13 -4.67517 -2.07470 -0.02980
C14 -4.18415 -0.12369 -1.27711
C15 -2.07156 -2.30847 0.98354
C16 -0.59255 -2.66446 1.09589
C17 -0.08465 -3.15377 -0.25455
C18 -0.26940 -2.07356 -1.31345
C19 -1.70132 -1.53544 -1.36545
H1 2.22172 0.91287 3.67026
H2 0.71521 0.49067 2.85720
H3 0.87011 2.04058 3.67854
H4 1.06305 2.42944 1.28490
H5 2.44705 3.82144 2.76308
H6 3.78043 2.66955 2.64771
H7 3.25830 3.56018 1.21716
H8 3.90572 0.21745 2.33759
H9 5.10212 -1.28026 0.82018
H10 4.50297 -1.34754 -1.58014
H11 2.64255 0.04731 -2.40743
H12 1.30968 2.15978 -1.88087
H13 0.29473 0.05959 0.62056
H14 -2.47107 0.98175 0.27960
H15 -1.85015 0.10924 1.67891
H16 -4.61729 -2.51711 0.96212
H17 -5.69452 -1.71688 -0.16931
H18 -4.48848 -2.85374 -0.78644
H19 -3.48308 0.68722 -1.44998
H20 -5.15937 0.31548 -1.06228
H21 -4.26907 -0.70809 -2.20389
H22 -2.58387 -3.20794 0.64194
H23 -2.47416 -2.03893 1.96201
H24 -0.00401 -1.80897 1.43283
H25 -0.47354 -3.45283 1.84311
H26 0.97109 -3.42682 -0.18874
H27 -0.64456 -4.04737 -0.54049
H28 0.43787 -1.26630 -1.12408
H29 -0.02313 -2.48244 -2.29706
H30 -1.72132 -0.66881 -2.02656
H31 -2.33664 -2.30638 -1.81052

Forces on atoms 1 to 3 (eV/Å):
C -0.02 0.11 -0.23
C 0.04 0.11 0.15
C -0.21 -0.03 -0.11

Properties
**Gap between HOMO and LUMO**: 0.320 Eh
**Calculated total energy**: -35512.5859 eV
**F_max**: 0.0146 Eh/bohr


2.
CHNO2S in the gas phase at a distorted geometry. Source: the Open Molecules 2025 dataset; level of theory: ωB97M-V/def2-TZVPD.

Cartesian coordinates (Å):
O1 -2.72702 0.52398 -0.11657
C1 -1.57149 0.34206 -0.07016
N1 -0.43590 0.25985 0.22851
O2 0.54868 -0.46622 -0.65647
S1 1.79994 -0.98441 0.14093
H1 2.38579 0.32474 0.47377

Forces on atoms 1 to 3 (eV/Å):
O 0.71 -0.15 -0.40
C -5.11 0.37 -0.60
N 5.47 -1.08 0.33

Properties
**Gap between HOMO and LUMO**: 0.335 Eh
**Calculated total energy**: -17469.7942 eV
**ΔE to the lowest compared entry with this formula, charge and spin**: 54.9 kcal/mol
**F_max**: 0.1087 Eh/bohr


3.
7 unconnected molecules or ions with the total composition C26H39ClFO21P at a distorted geometry. Source: the Open Molecules 2025 dataset; level of theory: ωB97M-V/def2-TZVPD.

Cartesian coordinates (Å):
C1 -2.48718 4.87489 0.23938
C2 -1.95374 3.82637 -0.77074
C3 -0.45689 3.81356 -0.68122
F1 -0.01357 3.52902 0.57070
C4 0.22521 2.90677 -1.71327
O1 1.32012 3.12389 -2.07462
O2 -0.54690 1.91039 -2.17157
C5 0.10077 0.59320 -2.24456
C6 0.80166 0.46606 -3.59208
C7 1.05264 -0.97432 -4.11033
C8 0.44732 -2.08795 -3.27653
Cl1 0.73017 -3.64639 -4.14616
P1 1.22496 0.26583 -0.80678
O3 1.04040 -1.07518 -0.21405
H1 -1.72456 5.63714 0.35806
H2 -2.62455 4.43908 1.21198
H3 -3.39066 5.34007 -0.11238
H4 -2.25414 4.14961 -1.75523
H5 -2.38827 2.87607 -0.49301
H6 -0.12393 4.81332 -0.92929
H7 -0.72217 -0.08942 -2.12235
H8 1.76532 0.94102 -3.48260
H9 0.28792 1.05709 -4.32846
H10 0.61574 -1.05385 -5.09193
H11 2.11195 -1.15660 -4.20490
H12 0.89377 -2.21896 -2.30470
H13 -0.62155 -1.97676 -3.23222
H14 2.53460 0.40273 -1.31990
H15 1.08286 1.26404 0.17760
O4 2.62473 -8.94717 -8.73314
C9 2.11791 -8.08109 -8.09828
O5 0.79405 -8.00032 -7.82058
C10 0.60978 -6.95729 -6.84921
C11 1.82721 -6.09210 -7.06732
O6 2.79017 -7.03397 -7.55017
H16 -0.32398 -6.42671 -7.02923
H17 0.58413 -7.39671 -5.85582
H18 1.67112 -5.32733 -7.83202
H19 2.17572 -5.61479 -6.15429
O7 6.36434 6.02267 -5.54096
C12 5.43565 5.72614 -4.86776
O8 5.50019 4.94096 -3.75957
C13 4.23332 5.00210 -3.09975
C14 3.29796 5.38593 -4.22209
O9 4.15448 6.12265 -5.09790
H20 3.98466 4.04360 -2.65186
H21 4.28062 5.76068 -2.31595
H22 2.90781 4.51732 -4.75649
H23 2.46514 6.00108 -3.89047
O10 -3.19394 0.90079 2.87427
C15 -2.71596 -0.16470 2.64685
O11 -1.61680 -0.36561 1.88665
C16 -1.22060 -1.73601 2.03385
C17 -2.50956 -2.40239 2.45183
O12 -3.20269 -1.33926 3.11927
H24 -0.81922 -2.11982 1.10045
H25 -0.44948 -1.79892 2.80276
H26 -3.10901 -2.72956 1.60003
H27 -2.35639 -3.24473 3.12144
O13 -1.08556 1.62306 9.16254
C18 -1.83530 1.56111 8.24122
O14 -2.91835 2.35757 8.07867
C19 -3.43105 2.14623 6.75747
C20 -2.91936 0.76407 6.43244
O15 -1.72025 0.68554 7.21273
H28 -4.51553 2.21247 6.74853
H29 -3.02362 2.91030 6.09355
H30 -3.60242 -0.02267 6.75849
H31 -2.70467 0.63090 5.37640
O16 0.48635 -7.13725 -3.89812
C21 -0.57366 -7.22995 -3.36853
O17 -1.62243 -7.92463 -3.87277
C22 -2.63209 -7.99840 -2.86266
C23 -2.30931 -6.80098 -1.99749
O18 -0.89882 -6.65694 -2.18488
H32 -3.62336 -7.95074 -3.30591
H33 -2.52578 -8.94346 -2.32752
H34 -2.80441 -5.89051 -2.34110
H35 -2.54324 -6.95868 -0.94761
O19 0.45376 7.30358 9.50615
C24 0.85238 6.19575 9.65622
O20 2.04535 5.73661 9.19204
C25 2.27196 4.44329 9.75985
C26 0.87037 3.97820 10.08189
O21 0.18336 5.21504 10.31072
H36 2.78177 3.79588 9.05065
H37 2.89378 4.55426 10.65076
H38 0.39749 3.46093 9.25053
H39 0.82397 3.34325 10.96233

Forces on atoms 1 to 3 (eV/Å):
C 0.79 -0.24 -0.47
C -0.52 0.74 1.50
C -0.72 0.45 -1.66

Properties
**Gap between HOMO and LUMO**: 0.380 Eh
**Calculated total energy**: -95120.6675 eV
**F_max**: 0.0560 Eh/bohr


4.
8 unconnected molecules or ions with the total composition C8H31NO9 at a distorted geometry. Source: the Open Molecules 2025 dataset; level of theory: ωB97M-V/def2-TZVPD.

Cartesian coordinates (Å):
C1 -0.60005 0.00350 -0.43952
N1 0.84720 -0.26886 -0.56713
O1 1.24730 -1.16873 -1.28283
O2 1.58929 0.52571 0.02452
H1 -0.75771 0.62692 0.43941
H2 -1.03247 -0.96884 -0.42402
H3 -0.85927 0.55133 -1.34015
C2 -1.37950 -3.51680 1.04113
O3 -1.56760 -4.17773 -0.23763
H4 -0.62725 -2.72713 1.08389
H5 -2.34837 -3.19165 1.34141
H6 -1.05197 -4.25824 1.81011
H7 -0.74371 -4.51876 -0.62528
C3 -0.03145 -0.47411 3.39407
O4 -0.91092 0.63586 3.58512
H8 1.00556 -0.24658 3.70785
H9 -0.34016 -1.25292 4.12189
H10 -0.05647 -0.89842 2.41153
H11 -0.53266 1.36620 3.07279
C4 2.02890 2.49785 2.26018
O5 0.86678 2.98128 2.91715
H12 2.88986 3.16276 2.40803
H13 2.24901 1.53034 2.69742
H14 1.78154 2.27477 1.22161
H15 1.04552 3.83174 3.34398
C5 1.34640 2.18903 -2.98036
O6 -0.06654 2.03313 -2.65875
H16 1.51287 3.04852 -3.63802
H17 1.82547 2.37488 -2.00872
H18 1.78290 1.27978 -3.42627
H19 -0.59416 2.26992 -3.41249
C6 4.89054 1.17737 0.67728
O7 6.02219 0.30122 0.83137
H20 4.22523 0.73137 -0.06808
H21 4.32364 1.35922 1.59440
H22 5.25360 2.10733 0.20521
H23 6.77802 0.75325 1.14570
C7 -4.40657 -0.34200 -0.11353
O8 -3.35298 0.55702 -0.40837
H24 -5.35061 0.08411 -0.39239
H25 -4.22476 -1.26908 -0.67280
H26 -4.48342 -0.57534 0.93345
H27 -3.66435 1.46417 -0.28739
C8 -2.45428 -1.87279 -3.17739
O9 -2.42633 -1.73789 -4.58961
H28 -1.63456 -2.48990 -2.79270
H29 -2.45900 -0.85130 -2.79845
H30 -3.39844 -2.36032 -2.92337
H31 -2.15627 -2.55122 -5.00427

Forces on atoms 1 to 3 (eV/Å):
C 0.45 0.11 -0.12
N 1.26 1.15 0.15
O -0.45 0.31 0.46

Properties
**Gap between HOMO and LUMO**: 0.385 Eh
**Calculated total energy**: -28709.8324 eV
**ΔE to the lowest compared entry with this formula, charge and spin**: 106.8 kcal/mol
**F_max**: 0.0439 Eh/bohr


5.
C5H6N2O in the gas phase at a distorted geometry. Source: the Open Molecules 2025 dataset; level of theory: ωB97M-V/def2-TZVPD.

Cartesian coordinates (Å):
O1 -2.99636 -0.16579 -0.46321
C1 -1.68980 -0.56372 -0.49163
C2 -0.94787 0.40932 0.40561
C3 0.34088 1.06553 0.20790
C4 1.40423 0.77254 -0.87343
N1 1.83253 -0.48441 -0.75026
N2 1.31637 -1.11984 0.36773
C5 0.21550 -0.20534 0.98912
H1 -1.31543 -1.27390 -1.45003
H2 -1.95050 0.61159 0.88403
H3 0.41319 2.01205 0.74450
H4 1.77626 1.29506 -1.68544
H5 1.13038 -2.18122 0.04068
H6 0.47061 -0.17186 2.07441

Forces on atoms 1 to 3 (eV/Å):
O 6.33 -3.79 -0.74
C -6.23 3.55 -3.66
C -3.71 -3.98 -2.01

Properties
**Gap between HOMO and LUMO**: 0.331 Eh
**Calculated total energy**: -10304.0399 eV
**ΔE to the lowest compared entry with this formula, charge and spin**: 128.3 kcal/mol
**F_max**: 0.1566 Eh/bohr


6.
C5H4N2O in the gas phase at a distorted geometry. Source: the Open Molecules 2025 dataset; level of theory: ωB97M-V/def2-TZVPD.

Cartesian coordinates (Å):
O1 2.32644 -0.65722 0.87342
C1 1.45222 -0.23870 0.04450
C2 0.95185 1.05501 -0.41942
C3 -0.36081 1.21341 -0.27993
C4 -1.13759 0.17273 0.61013
C5 -0.96525 -1.10779 0.40642
N1 -0.27599 -1.72418 -0.74501
N2 0.87007 -1.03527 -0.92363
H1 1.79902 1.69601 -0.97923
H2 -1.09824 1.99148 -0.82135
H3 -1.82747 0.61252 1.55704
H4 -1.73426 -1.97800 0.67706

Forces on atoms 1 to 3 (eV/Å):
O -3.65 2.06 -3.20
C 3.37 -1.92 2.85
C 2.55 2.47 -1.02

Properties
**Gap between HOMO and LUMO**: 0.333 Eh
**Calculated total energy**: -10271.8445 eV
**ΔE to the lowest compared entry with this formula, charge and spin**: 113.4 kcal/mol
**F_max**: 0.1332 Eh/bohr